DFT (wB97M-V/def2-TZVPD) results for a single C6H14O molecule.

As for the energy above the lowest of the compared OMol25 structures with the same formula, charge and spin: 9.8 kcal per mole. As for the structure (SMILES): CCCCCCO. As for the HOMO-LUMO gap: 0.416 hartree. The calculation puts the HOMO energy at -10.30 eV. For the LUMO energy, the calculation gives 1.012 eV.

Each line ends with the natural charge from an NBO analysis.
CARTESIAN COORDINATES (ANGSTROEM)
C  3.335  -0.226  -0.696  -0.61
C  1.888  -0.669  -0.944  -0.39
C  0.951  -0.271  0.200  -0.39
C  -0.522  -0.249  -0.202  -0.39
C  -1.443  0.263  0.904  -0.41
C  -2.842  0.552  0.390  -0.05
O  -3.620  1.051  1.462  -0.72
H  3.496  0.813  -1.014  0.20
H  4.054  -0.862  -1.223  0.21
H  3.578  -0.265  0.371  0.20
H  1.526  -0.225  -1.881  0.19
H  1.839  -1.756  -1.091  0.20
H  1.099  -0.955  1.048  0.20
H  1.230  0.728  0.564  0.19
H  -0.841  -1.252  -0.521  0.20
H  -0.627  0.400  -1.084  0.19
H  -1.507  -0.459  1.727  0.20
H  -1.039  1.191  1.329  0.20
H  -2.779  1.286  -0.431  0.15
H  -3.284  -0.368  -0.029  0.15
H  -4.492  1.271  1.119  0.47



DFT (wB97M-V/def2-TZVPD) results for C16H14IrN2Se2 as an isolated structure.

As for the multiplicity: 2. As for the HOMO-LUMO gap (spin up / spin down): 0.250 / 0.217 hartree. The calculation puts the HOMO energy (spin up / spin down) at -23.53 / -23.52 eV. The expectation value of S² is 0.76. Its charge is +4. For the LUMO energy (spin up / spin down), the calculation gives -16.710 / -17.620 eV.

Each line ends with the Löwdin spin population.
CARTESIAN COORDINATES (ANGSTROEM)
Ir  0.253  0.007  -0.143  0.37
C  -2.274  1.113  0.735  0.17
C  -2.631  -0.187  0.316  0.25
C  -1.764  -1.283  0.596  0.01
C  -0.761  -1.141  1.560  0.04
C  -0.447  0.179  2.031  0.05
C  -1.100  1.306  1.497  0.01
H  -2.900  1.965  0.484  0.00
H  -3.544  -0.353  -0.249  0.01
H  -1.981  -2.264  0.185  0.00
H  -0.252  -2.017  1.947  0.00
H  0.308  0.327  2.793  0.00
H  -0.816  2.301  1.824  0.00
Se  2.096  1.043  -1.440  0.00
Se  1.406  -1.175  -1.998  0.00
C  -0.126  -0.458  -2.918  0.00
C  -0.439  -0.597  -4.243  0.00
C  -1.555  0.124  -4.698  0.00
C  -2.232  0.948  -3.816  0.00
C  -1.834  1.021  -2.481  0.01
N  -0.804  0.299  -2.021  0.06
C  3.029  0.389  0.109  0.00
C  4.361  0.482  0.403  0.00
C  4.779  -0.140  1.592  0.00
C  3.853  -0.822  2.362  0.00
C  2.513  -0.863  1.978  0.00
N  2.098  -0.243  0.866  0.01
H  0.145  -1.223  -4.909  0.00
H  -1.860  0.053  -5.737  0.00
H  -3.073  1.547  -4.144  0.00
H  -2.341  1.682  -1.793  0.00
H  5.056  1.006  -0.243  0.00
H  5.821  -0.096  1.890  0.00
H  4.150  -1.334  3.270  0.00
H  1.791  -1.403  2.575  0.00



DFT (wB97M-V/def2-TZVPD) results for C31H34IrN6O2S as an isolated structure.

As for the multiplicity: 5. As for the energy above the lowest of the compared OMol25 structures with the same formula, charge and spin: 3.6 kcal per mole. As for the HOMO-LUMO gap (spin up / spin down): 0.275 / 0.207 hartree. The calculation puts the HOMO energy (spin up / spin down) at -9.95 / -10.22 eV. The expectation value of S² is 6.06. Its charge is +1. For the LUMO energy (spin up / spin down), the calculation gives -2.463 / -4.590 eV.

Each line ends with the Löwdin spin population.
CARTESIAN COORDINATES (ANGSTROEM)
Ir  -0.940  -0.811  0.253  2.45
C  -1.182  -2.836  2.886  0.01
N  -0.810  -1.431  2.615  0.11
C  -1.704  -0.532  3.371  0.01
C  0.585  -1.343  2.976  0.11
C  0.976  -1.203  4.290  -0.01
C  2.309  -1.343  4.648  0.13
C  3.235  -1.745  3.689  -0.01
C  2.861  -1.878  2.373  0.10
C  1.547  -1.556  1.953  0.02
N  1.114  -1.468  0.664  0.41
C  1.953  -1.575  -0.427  0.02
C  3.322  -1.240  -0.451  0.06
C  4.116  -1.571  -1.531  -0.01
C  3.572  -2.235  -2.622  0.07
C  2.198  -2.422  -2.682  -0.01
C  1.382  -2.038  -1.633  0.07
N  -0.061  -1.985  -1.790  0.10
C  -0.347  -1.074  -2.920  0.01
C  -0.652  -3.301  -2.055  0.01
H  -0.934  -3.107  3.915  0.00
H  -0.633  -3.502  2.219  0.00
H  -2.255  -2.968  2.757  0.00
H  -1.879  -0.896  4.389  0.00
H  -2.667  -0.481  2.863  0.00
H  -1.275  0.464  3.409  0.00
H  0.241  -0.990  5.055  0.00
H  2.610  -1.193  5.675  0.01
H  4.252  -1.968  3.984  0.00
H  3.576  -2.257  1.662  0.00
H  3.741  -0.667  0.362  0.00
H  5.167  -1.315  -1.524  0.00
H  4.197  -2.553  -3.444  0.00
H  1.771  -2.846  -3.582  0.00
H  -1.413  -0.869  -2.967  0.00
H  -0.033  -1.510  -3.873  0.00
H  0.181  -0.133  -2.771  0.00
H  -0.220  -3.769  -2.946  0.00
H  -1.721  -3.185  -2.233  0.00
H  -0.494  -3.961  -1.203  0.00
O  0.926  1.245  2.095  0.00
S  0.174  2.240  1.377  0.01
O  -0.595  3.175  2.150  0.01
N  -0.782  1.431  0.313  0.12
C  -1.616  2.196  -0.484  0.00
C  -1.555  3.577  -0.636  0.02
C  -2.463  4.270  -1.446  0.00
C  -3.443  3.620  -2.139  0.02
C  -3.536  2.220  -2.045  0.00
C  -4.518  1.484  -2.735  0.01
C  -4.563  0.124  -2.597  0.00
C  -3.611  -0.493  -1.782  0.02
N  -2.674  0.152  -1.118  0.06
C  -2.624  1.503  -1.223  0.00
C  1.380  3.108  0.406  0.00
C  1.704  4.416  0.721  0.00
C  2.730  5.038  0.025  0.00
C  3.416  4.346  -0.964  0.00
C  3.076  3.034  -1.271  0.00
C  2.053  2.405  -0.582  0.00
H  -0.809  4.141  -0.104  0.00
H  -2.380  5.347  -1.514  0.00
H  -4.156  4.156  -2.752  0.00
H  -5.220  2.002  -3.376  0.00
H  -5.304  -0.474  -3.107  0.00
H  -3.616  -1.573  -1.702  0.00
H  1.156  4.926  1.504  0.00
H  2.991  6.062  0.256  0.00
H  4.221  4.832  -1.499  0.00
H  3.609  2.502  -2.049  0.00
H  1.766  1.382  -0.797  0.00
N  -2.655  -2.588  0.394  0.06
H  -3.093  -2.850  -0.479  0.00
H  -3.387  -2.227  0.996  0.00
H  -2.289  -3.436  0.807  0.00



DFT (wB97M-V/def2-TZVPD) results for a single C3H5ClOS molecule at a distorted geometry.

As for the energy above the lowest of the compared OMol25 structures with the same formula, charge and spin: 50.4 kcal per mole. As for the structure (SMILES): OC[C@@H](Cl)C=S. As for the HOMO-LUMO gap: 0.310 hartree. The calculation puts the HOMO energy at -8.88 eV. For the LUMO energy, the calculation gives -0.450 eV.

Each line ends with the natural charge from an NBO analysis.
CARTESIAN COORDINATES (ANGSTROEM)
O  -1.083  0.998  -0.720  -0.74
C  -0.661  0.449  0.489  -0.06
C  0.148  -0.824  0.259  -0.38
Cl  -0.922  -1.961  -0.344  0.04
C  1.413  -0.425  -0.549  -0.31
S  2.966  -0.589  -0.174  0.12
H  -1.542  1.823  -0.659  0.48
H  -1.627  0.151  0.997  0.18
H  -0.188  1.300  1.013  0.18
H  0.391  -1.179  1.331  0.24
H  1.103  0.258  -1.642  0.23



DFT (wB97M-V/def2-TZVPD) results for C6H10O as an isolated structure at a distorted geometry.

As for the energy above the lowest of the compared OMol25 structures with the same formula, charge and spin: 77.4 kcal per mole. As for the HOMO-LUMO gap: 0.359 hartree. The calculation puts the HOMO energy at -8.62 eV. For the LUMO energy, the calculation gives 1.148 eV.

Each line ends with the natural charge from an NBO analysis.
CARTESIAN COORDINATES (ANGSTROEM)
C  2.269  -0.114  -0.151  -0.61
C  1.094  0.778  0.234  -0.43
C  -0.062  -0.047  0.737  0.12
O  -1.197  0.756  1.145  -0.51
C  -1.980  -0.081  0.369  0.14
C  -1.639  -0.044  -1.185  -0.55
C  -0.942  -0.928  -0.211  -0.30
H  1.978  -0.813  -0.944  0.21
H  2.612  -0.704  0.707  0.20
H  3.113  0.479  -0.512  0.22
H  0.771  1.385  -0.619  0.21
H  1.376  1.482  1.028  0.22
H  0.218  -0.648  1.607  0.19
H  -2.950  -0.446  0.717  0.20
H  -2.704  0.140  -1.143  0.27
H  -1.084  0.812  -1.550  0.21
H  -0.873  -2.008  -0.231  0.22



DFT (wB97M-V/def2-TZVPD) results for a single C4H8Si molecule at a distorted geometry.

As for the energy above the lowest of the compared OMol25 structures with the same formula, charge and spin: 93.9 kcal per mole. As for the HOMO-LUMO gap (spin up / spin down): 0.285 / 0.244 hartree. The calculation puts the HOMO energy (spin up / spin down) at -8.21 / -7.20 eV. For the LUMO energy (spin up / spin down), the calculation gives -0.447 / -0.560 eV.

Each line ends with the natural charge from an NBO analysis.
CARTESIAN COORDINATES (ANGSTROEM)
C  -0.452  0.743  1.437  -0.31
C  0.535  1.587  1.136  -0.29
C  -0.826  -0.437  0.733  -0.44
C  -0.313  -0.584  -0.740  -0.88
Si  1.383  0.058  -1.341  0.89
H  -1.064  0.866  2.429  0.20
H  0.859  2.389  1.763  0.17
H  -0.598  -1.293  1.368  0.22
H  -1.961  -0.438  0.706  0.21
H  -0.750  -1.656  -1.065  0.25
H  -0.958  0.021  -1.402  0.24
H  1.379  0.945  -2.536  -0.13
H  2.581  -0.211  -0.480  -0.12